<a>
Below is a 2-piece molecular cluster, C2H2N2OS2 overall, with properties calculated with the ωB97M-V functional and the def2-TZVPD basis.

The calculation puts the gap between HOMO and LUMO (alpha / beta) at 7.02 / 7.01 eV.

Geometry (Å):
S (0.602, 2.114, -1.390)
S (1.923, -1.488, 0.709)
C (0.081, 1.114, -0.357)
H (-2.015, -0.494, 1.273)
C (1.426, -1.326, -0.724)
H (-0.394, 0.936, 1.428)
N (-0.814, 0.736, 0.463)
N (-1.736, -0.212, 0.347)
O (0.925, -1.381, -1.750)

These are the Löwdin partial charges, in e, on atoms 1 to 4: number 1, S, carries 0.8070; number 2, S, carries 0.8055; number 3, C, carries -0.7833; number 4, H, carries 0.0128

<b>
Below is one molecule with the formula C2H2N2OS2, with properties calculated with the ωB97M-V functional and the def2-TZVPD basis.

The calculation puts the gap between HOMO and LUMO (alpha / beta) at 7.61 / 7.61 eV.

Geometry (Å):
H (0.293, 1.997, 0.085)
H (0.843, -2.066, 0.380)
O (-2.299, 1.295, -0.107)
S (2.556, -0.020, -0.068)
C (0.085, 0.946, -0.052)
N (0.892, -0.133, -0.104)
C (-1.313, 0.595, -0.004)
N (0.307, -1.342, -0.056)
S (-1.363, -1.273, -0.072)

These are the Löwdin partial charges, in e, on atoms 1 to 4: number 1, H, carries 0.1378; number 2, H, carries 0.0915; number 3, O, carries 0.0122; number 4, S, carries 0.5534

<c>
Below is a 2-piece molecular cluster, C2H2N2OS2 overall, with properties calculated with the ωB97M-V functional and the def2-TZVPD basis.

The calculation puts the gap between HOMO and LUMO at 9.24 eV.

Geometry (Å):
C (-0.606, 1.205, 0.538)
H (-0.134, -2.499, 0.229)
S (2.917, -0.754, -0.239)
N (-1.593, 1.757, -0.052)
N (0.503, -1.972, -0.385)
S (-0.216, 1.550, -1.185)
O (-0.018, 0.957, 1.520)
H (-2.494, 1.342, -0.228)
C (1.641, -1.585, -0.197)

These are the Löwdin partial charges, in e, on atoms 1 to 4: number 1, C, carries -0.8736; number 2, H, carries 0.0961; number 3, S, carries 0.7547; number 4, N, carries -0.1638

<d>
Below is one molecule with the formula C2H2N2OS2, with properties calculated with the ωB97M-V functional and the def2-TZVPD basis.

The calculation puts the gap between HOMO and LUMO at 8.47 eV.

Geometry (Å):
N (1.480, -0.705, -0.069)
H (0.124, -2.330, 0.558)
C (-0.923, -0.685, 0.087)
O (-1.754, -1.511, -0.346)
N (0.158, 1.849, 0.298)
H (0.018, 2.804, 0.051)
S (1.699, 0.886, -0.393)
C (0.359, -1.200, 0.375)
S (-1.161, 0.891, -0.561)

These are the Löwdin partial charges, in e, on atoms 1 to 4: number 1, N, carries -0.3281; number 2, H, carries 0.1628; number 3, C, carries -0.7763; number 4, O, carries -0.0400

<c> is favored, and the nearest alternative lies 3.6 kcal/mol above it.

<a>
Below is C10H14BN7O3Os as an isolated structure, with properties calculated with the ωB97M-V functional and the def2-TZVPD basis.

The spin multiplicity is 5. The calculation puts the gap between HOMO and LUMO (alpha / beta) at 5.95 / 4.43 eV. As for the net charge: +4. Its expectation value of S² is 6.0739.

Geometry (Å):
B (-1.179, 1.256, -1.498)
H (0.406, -1.811, 3.279)
N (0.381, 1.356, 0.524)
N (1.120, -2.484, 4.316)
N (-0.302, 2.053, -0.484)
H (2.708, -1.781, 1.478)
N (-1.573, -0.487, 0.281)
N (0.528, -0.689, -1.388)
Os (0.482, -0.631, 0.466)
C (1.291, -1.438, -2.256)
H (3.203, -1.061, -0.125)
C (0.968, 3.506, 0.628)
O (1.440, -3.657, 4.093)
C (1.131, 2.258, 1.223)
C (1.031, -1.011, -3.557)
O (1.413, -1.868, 5.346)
H (1.450, 4.416, 0.933)
H (1.732, 1.930, 2.060)
C (-3.759, -0.879, 0.211)
H (1.460, -1.402, -4.441)
H (3.044, 0.001, 1.357)
C (-3.450, 0.105, -0.721)
H (-4.056, 0.646, -1.428)
N (-2.133, 0.354, -0.666)
H (1.966, -2.190, -1.869)
C (-2.565, -1.229, 0.840)
N (-0.214, 0.234, -2.175)
C (2.668, -0.890, 0.824)
O (0.132, -1.351, 2.231)
H (-0.306, 4.027, -1.162)
H (-0.377, 0.632, -4.205)
C (0.083, 3.336, -0.431)
C (0.096, 0.026, -3.455)
H (-1.754, 1.957, -2.269)
H (-4.724, -1.303, 0.411)
H (-2.341, -1.931, 1.629)

These are the Löwdin partial charges, in e, on atoms 1 to 4: number 1, B, carries -0.4018; number 2, H, carries 0.1178; number 3, N, carries -0.0613; number 4, N, carries -0.1518

<b>
Below is C10H14BN7O3Os as an isolated structure, with properties calculated with the ωB97M-V functional and the def2-TZVPD basis.

The spin multiplicity is 5. The calculation puts the gap between HOMO and LUMO (alpha / beta) at 5.42 / 3.12 eV. As for the net charge: +4. Its expectation value of S² is 6.0807.

Geometry (Å):
C (0.599, -3.812, -1.877)
Os (0.631, -0.043, -0.442)
N (0.259, 0.473, -3.373)
H (0.036, -2.945, 0.159)
N (-0.238, 0.779, -2.113)
H (5.396, 1.454, -1.571)
C (3.832, 0.506, -2.796)
H (1.266, -3.440, -3.993)
H (0.493, -4.859, -1.759)
H (0.649, 2.206, 1.920)
O (-1.291, -0.094, 4.227)
N (2.595, 0.093, -2.524)
H (1.675, 3.287, 0.785)
O (-3.169, 0.267, 3.145)
N (0.615, -1.668, -1.420)
C (-0.438, 1.180, -4.303)
H (-0.232, 1.075, -5.346)
H (4.208, 0.398, -3.778)
H (1.856, -0.699, -4.570)
N (-2.273, -0.474, 3.562)
H (3.522, 1.267, 0.391)
H (-0.194, 3.154, 0.563)
N (2.353, 0.345, -1.147)
C (0.710, 2.941, 1.121)
H (-2.054, 2.690, -4.074)
O (-0.182, -0.178, 1.054)
C (-1.375, 1.994, -3.638)
C (-1.215, 1.713, -2.271)
H (-1.720, 2.131, -1.421)
C (3.481, 0.936, -0.635)
C (4.428, 1.040, -1.669)
B (1.481, -0.485, -3.463)
C (0.360, -2.891, -0.878)
H (-2.315, -1.485, 3.355)
N (1.032, -1.797, -2.728)
C (1.004, -3.104, -3.015)

These are the Löwdin partial charges, in e, on atoms 1 to 4: number 1, C, carries 0.0565; number 2, Os, carries 1.7092; number 3, N, carries 0.0520; number 4, H, carries 0.1359

<b> is favored, and the nearest alternative lies 2.0 kcal/mol above it.

<a>
Below is a 2-piece molecular cluster, CH6NS overall, with properties calculated with the ωB97M-V functional and the def2-TZVPD basis.

The calculation puts the gap between HOMO and LUMO at 6.80 eV. As for the net charge: -1.

Geometry (Å):
H (0.715, -2.635, 0.731)
S (-0.569, 0.916, 0.405)
N (-0.041, -2.464, 0.085)
H (1.324, 0.147, -0.946)
H (-0.227, -1.471, -0.073)
H (0.527, 1.479, -1.710)
H (1.561, 1.842, -0.373)
H (0.137, -2.943, -0.792)
C (0.852, 1.106, -0.733)

These are the Löwdin partial charges, in e, on atoms 1 to 4: number 1, H, carries -0.0181; number 2, S, carries 0.0053; number 3, N, carries -0.0150; number 4, H, carries -0.0319

<b>
Below is a 2-piece molecular cluster, CH6NS overall, with properties calculated with the ωB97M-V functional and the def2-TZVPD basis.

The calculation puts the gap between HOMO and LUMO at 7.05 eV. As for the net charge: -1.

Geometry (Å):
H (-3.059, -0.723, 1.581)
H (1.360, 0.923, 0.639)
N (0.529, -0.709, -0.453)
H (-0.434, -0.809, -0.113)
H (0.247, 1.353, -0.659)
C (1.041, 0.660, -0.373)
H (1.821, 0.777, -1.123)
H (1.127, -1.323, 0.077)
S (-2.633, -0.149, 0.424)

These are the Löwdin partial charges, in e, on atoms 1 to 4: number 1, H, carries -0.4644; number 2, H, carries 0.0524; number 3, N, carries -0.1115; number 4, H, carries -0.1137

<c>
Below is a 2-piece molecular cluster, CH6NS overall, with properties calculated with the ωB97M-V functional and the def2-TZVPD basis.

The calculation puts the gap between HOMO and LUMO at 6.51 eV. As for the net charge: -1.

Geometry (Å):
H (-0.735, -1.285, -2.928)
H (1.324, -0.644, 0.510)
N (-0.368, -1.882, -2.199)
H (-0.726, -1.510, -1.326)
H (0.731, -0.317, 2.133)
C (0.462, -0.285, 1.078)
H (-0.307, -1.071, 0.946)
S (-0.130, 1.366, 0.621)
H (0.636, -1.790, -2.233)

These are the Löwdin partial charges, in e, on atoms 1 to 4: number 1, H, carries -0.0061; number 2, H, carries -0.0269; number 3, N, carries 0.0065; number 4, H, carries -0.0162

<b> is favored, and the nearest alternative lies 1.4 kcal/mol above it.

<a>
Below is a 2-piece molecular cluster, CH6NS overall, with properties calculated with the ωB97M-V functional and the def2-TZVPD basis.

The calculation puts the gap between HOMO and LUMO at 6.11 eV. As for the net charge: -1.

Geometry (Å):
S (1.983, 0.813, -1.379)
H (-1.911, -1.207, 2.717)
H (-0.623, -0.616, 0.553)
H (-1.984, -0.614, -0.159)
N (-1.538, -1.042, 0.642)
H (1.482, 1.134, -0.191)
C (-2.228, -0.645, 1.839)
H (-2.169, 0.412, 2.146)
H (-3.287, -0.923, 1.770)

These are the Löwdin partial charges, in e, on atoms 1 to 4: number 1, S, carries -0.4230; number 2, H, carries 0.0531; number 3, H, carries 0.0417; number 4, H, carries 0.0545

<b>
Below is a 2-piece molecular cluster, CH6NS overall, with properties calculated with the ωB97M-V functional and the def2-TZVPD basis.

The calculation puts the gap between HOMO and LUMO at 7.35 eV. As for the net charge: -1.

Geometry (Å):
N (1.095, 0.530, 0.008)
H (-2.899, 1.672, 0.583)
H (1.386, -1.531, 0.351)
H (0.610, 1.091, -0.675)
H (-0.303, -1.077, -0.095)
H (1.001, -1.113, -1.301)
S (-2.163, 0.544, 0.569)
H (0.515, 0.760, 0.823)
C (0.759, -0.876, -0.262)

These are the Löwdin partial charges, in e, on atoms 1 to 4: number 1, N, carries -0.1207; number 2, H, carries -0.4723; number 3, H, carries 0.0498; number 4, H, carries 0.0136

<b> is favored, and the nearest alternative lies 4.4 kcal/mol above it.

<a>
Below is an isolated ion of composition C3H9N2S and charge -1, with properties calculated with the ωB97M-V functional and the def2-TZVPD basis.

The calculation puts the gap between HOMO and LUMO at 6.78 eV. As for the net charge: -1.

Geometry (Å):
H (0.742, -1.385, 0.405)
H (0.184, 1.499, 0.110)
N (2.238, 0.132, 0.395)
H (-1.858, 0.416, 1.544)
C (-0.219, 0.362, -0.017)
H (0.653, -0.358, 1.766)
N (-0.062, 0.315, -1.467)
H (-1.087, 0.556, -1.715)
C (-1.657, -0.011, 0.470)
H (2.665, -0.601, -0.162)
H (2.116, 0.902, -0.281)
H (0.022, -0.703, -1.703)
C (0.848, -0.393, 0.707)
S (-2.968, 0.354, -0.740)
H (-1.616, -1.084, 0.687)

These are the Löwdin partial charges, in e, on atoms 1 to 4: number 1, H, carries 0.0775; number 2, H, carries 0.1550; number 3, N, carries -0.0202; number 4, H, carries 0.0702

<b>
Below is an isolated ion of composition C3H9N2S and charge -1, with properties calculated with the ωB97M-V functional and the def2-TZVPD basis.

The calculation puts the gap between HOMO and LUMO at 5.80 eV. As for the net charge: -1.

Geometry (Å):
H (-0.362, 1.115, -0.986)
H (-1.721, 0.821, 1.010)
H (1.950, -1.317, -0.323)
H (0.829, -0.113, 1.350)
C (-1.475, 0.015, 0.321)
H (-2.170, -0.722, -1.390)
N (-0.261, 0.305, -0.393)
C (0.947, 0.394, 0.408)
H (-1.253, -0.862, 0.936)
S (3.712, 0.033, 0.675)
H (-3.240, -0.791, -0.197)
C (2.169, -0.249, -0.237)
H (2.263, 0.118, -1.268)
H (1.177, 1.418, 0.726)
N (-2.564, -0.166, -0.632)

These are the Löwdin partial charges, in e, on atoms 1 to 4: number 1, H, carries 0.1045; number 2, H, carries 0.1002; number 3, H, carries 0.0287; number 4, H, carries 0.0806

<b> is favored, and the nearest alternative lies 4.7 kcal/mol above it.

<a>
Below is one molecule with the formula C2H5OP, with properties calculated with the ωB97M-V functional and the def2-TZVPD basis.

The calculation puts the gap between HOMO and LUMO at 10.36 eV.

Geometry (Å):
H (0.915, 0.351, 1.397)
C (0.492, 0.480, -0.498)
O (1.070, 1.016, 0.734)
C (-0.599, -0.483, -0.178)
H (1.553, -1.589, 0.010)
H (-1.519, -0.490, -0.717)
P (0.824, -1.239, -1.097)
H (0.178, 1.339, -1.118)
H (-0.706, -0.557, 0.927)

These are the Löwdin partial charges, in e, on atoms 1 to 4: number 1, H, carries 0.0462; number 2, C, carries -0.5996; number 3, O, carries -0.1007; number 4, C, carries -0.3866

<b>
Below is one molecule with the formula C2H5OP, with properties calculated with the ωB97M-V functional and the def2-TZVPD basis.

The calculation puts the gap between HOMO and LUMO at 9.95 eV.

Geometry (Å):
C (0.135, 0.823, -0.023)
H (0.037, 1.069, 2.047)
O (-0.523, 1.099, 1.158)
H (-0.351, -1.424, -0.078)
H (0.065, -0.644, -1.637)
P (1.823, -0.073, -0.066)
H (0.181, 1.674, -0.645)
C (0.159, -0.588, -0.632)
H (1.605, -0.850, 1.023)

These are the Löwdin partial charges, in e, on atoms 1 to 4: number 1, C, carries -0.5793; number 2, H, carries 0.1585; number 3, O, carries -0.1166; number 4, H, carries 0.0977

<c>
Below is one molecule with the formula C2H5OP, with properties calculated with the ωB97M-V functional and the def2-TZVPD basis.

The calculation puts the gap between HOMO and LUMO at 9.06 eV.

Geometry (Å):
H (0.232, -1.281, 1.322)
P (1.040, 1.178, 0.298)
H (-2.243, -0.251, 0.822)
C (-1.415, 0.163, 0.158)
H (0.477, 1.360, -0.946)
C (-0.105, -0.584, 0.305)
O (-1.811, 1.075, -0.575)
H (0.624, 2.446, 0.577)
H (0.581, -0.974, -0.441)

These are the Löwdin partial charges, in e, on atoms 1 to 4: number 1, H, carries 0.1401; number 2, P, carries 0.7851; number 3, H, carries 0.1172; number 4, C, carries -0.4210

<a> is favored, and the nearest alternative lies 6.7 kcal/mol above it.